Entry 1:
54
Properties=species:S:1:pos:R:3:nbo_charge:R:1 method="wB97M-V/def2-TZVPD" s_squared=0.7834 gap_ev="7.31 / 3.90" total_charge=-1 multiplicity=2 homo_energy_ev="-6.337 / -6.334"
Li -0.5250 1.0543 -0.0313 0.845
O -4.0722 -4.9086 1.1625 -0.718
C -3.7168 -4.5661 0.0227 0.739
O -4.0156 -4.9619 -1.1165 -0.719
C -2.9042 -3.2444 0.0113 -0.129
C -2.5477 -2.6388 -1.1748 -0.069
C -1.7913 -1.4101 -1.1502 0.277
N -1.4212 -0.8478 -0.0118 -0.486
C -1.7644 -1.4082 1.1385 0.366
C -2.5186 -2.6369 1.1865 -0.087
C -1.3535 -0.6703 2.3290 0.115
C -1.5004 -1.1867 3.6174 -0.174
C -1.0863 -0.4075 4.6842 -0.182
C -0.5503 0.8407 4.4302 -0.188
C -0.4275 1.2687 3.1050 0.116
N -0.8164 0.5354 2.0864 -0.396
C -1.3943 -0.6866 -2.3580 0.130
C -1.5481 -1.2276 -3.6344 -0.184
C -1.1740 -0.4527 -4.7203 -0.183
C -0.6755 0.8157 -4.4958 -0.196
C -0.5348 1.2671 -3.1800 0.123
N -0.8796 0.5347 -2.1424 -0.397
H -2.8583 -3.1173 -2.0946 0.255
H -2.8209 -3.1046 2.1151 0.255
H -1.9149 -2.1704 3.7834 0.223
H -1.1829 -0.7736 5.6975 0.219
H -0.2236 1.4820 5.2381 0.221
H 0.0054 2.2332 2.8651 0.218
H -1.9373 -2.2250 -3.7776 0.223
H -1.2744 -0.8388 -5.7263 0.219
H -0.3850 1.4545 -5.3184 0.222
H -0.1242 2.2459 -2.9655 0.227
O 1.9632 -0.2113 2.1611 -0.655
C 2.3515 0.0769 1.0340 0.633
N 1.5832 0.3353 -0.0717 -0.731
C 2.4258 0.5490 -1.1327 0.660
O 2.1153 0.7725 -2.2969 -0.652
C 3.8670 0.4546 -0.6713 -0.148
C 5.0630 0.5987 -1.3395 -0.180
C 6.2364 0.4469 -0.5991 -0.222
C 6.1893 0.1582 0.7631 -0.218
C 4.9677 0.0134 1.4210 -0.216
C 3.8208 0.1694 0.6728 -0.056
H 5.0833 0.8272 -2.3988 0.220
H 7.1991 0.5523 -1.0857 0.203
H 7.1161 0.0435 1.3145 0.203
H 4.9129 -0.2098 2.4803 0.221
F -0.3870 2.8282 0.0717 -0.705
Sb -2.1589 3.6132 0.0223 3.169
F -1.6025 4.5401 -1.5230 -0.681
F -2.7928 2.1847 -1.0394 -0.684
F -3.8560 4.4301 -0.0481 -0.681
F -2.6522 2.6022 1.5406 -0.685
F -1.5117 4.9766 1.1502 -0.680



Entry 2:
52
Properties=species:S:1:pos:R:3:nbo_charge:R:1 method="wB97M-V/def2-TZVPD" e_above_lowest_ev=0.000 gap_ev=8.04 total_charge=+2 homo_energy_ev=-14.315
Pb -0.0456 0.0590 -0.3979 1.341
N 0.4092 4.4603 0.0234 -0.477
C 1.7745 4.3010 0.0204 0.094
C 2.8262 5.2073 0.0148 -0.200
C 4.0994 4.6788 0.0033 -0.174
C 4.3246 3.2970 0.0098 -0.182
C 3.2865 2.3929 0.0289 -0.240
C 1.9914 2.9032 0.0302 0.158
N 0.7710 2.2707 0.0333 -0.603
C -0.1469 3.2310 0.0280 0.382
C -1.5532 2.9250 0.0099 0.057
C -2.6195 3.7831 0.0827 -0.391
S -4.0930 2.9217 0.0046 0.604
C -3.2080 1.4699 -0.1167 -0.117
N -1.9140 1.6091 -0.1045 -0.527
H -0.0768 5.3427 -0.0178 0.443
H 2.6559 6.2712 0.0191 0.242
H 4.9461 5.3455 -0.0041 0.245
H 5.3425 2.9412 0.0030 0.239
H 3.4649 1.3279 0.0535 0.201
H -2.6105 4.8509 0.1757 0.268
H -3.6903 0.5165 -0.2028 0.243
N -0.3574 -0.2663 4.0684 -0.297
C 0.2582 0.2470 3.0021 0.229
N -0.3356 -0.2033 1.9110 -0.604
C -1.3366 -1.0131 2.3802 0.283
N -1.3550 -1.0526 3.6890 -0.194
C -2.2186 -1.7241 1.4786 0.092
C -3.3191 -2.4794 1.9016 0.067
N -4.1198 -3.0558 1.0280 -0.320
C -3.8298 -2.9508 -0.2570 0.032
C -2.7047 -2.2495 -0.6906 0.007
N -1.9250 -1.6174 0.1753 -0.465
H -0.1590 -0.1342 5.0539 0.457
H 1.1013 0.9059 3.0192 0.248
H -3.5516 -2.6058 2.9496 0.239
H -4.5065 -3.4276 -0.9498 0.236
H -2.4324 -2.1866 -1.7343 0.224
S 2.4719 -1.0137 0.6053 0.169
C 3.1160 -1.7401 -0.8941 -0.178
C 4.0664 -1.3938 -1.8191 -0.156
C 4.2634 -2.3051 -2.8631 -0.091
C 5.2255 -1.9972 -3.8612 0.219
N 6.0022 -1.7113 -4.6504 -0.186
C 3.5199 -3.4996 -2.9415 -0.081
C 2.5658 -3.8394 -1.9769 -0.156
C 2.3950 -2.9363 -0.9563 -0.184
S 1.3889 -2.8463 0.4995 0.245
C 3.7402 -4.3740 -4.0375 0.215
N 3.9056 -5.0743 -4.9258 -0.179
H 4.6395 -0.4828 -1.7696 0.258
H 2.0132 -4.7630 -2.0469 0.263



Entry 3:
56
Properties=species:S:1:pos:R:3:nbo_charge:R:1 method="wB97M-V/def2-TZVPD" e_above_lowest_ev=5.475 s_squared=6.0954 gap_ev="5.10 / 5.47" total_charge=-2 multiplicity=5 homo_energy_ev="-0.712 / -2.233"
Ru 0.2790 0.6344 -0.5376 0.998
Cl 0.1777 2.6339 6.5401 -0.077
C -0.1042 1.8205 5.0134 -0.100
C -1.4177 1.4900 4.6506 -0.221
C -1.6529 0.8182 3.4788 -0.272
C -0.5919 0.4350 2.6039 0.439
O -0.7865 -0.2747 1.5802 -0.670
C 0.7406 0.8427 2.9846 -0.161
C 1.8172 0.4702 2.1614 0.123
N 1.6918 -0.0430 0.9425 -0.447
C 2.6753 -0.8043 0.4027 0.172
C 3.8970 -1.1806 0.9879 -0.248
C 4.8095 -1.9341 0.2879 -0.230
C 4.5127 -2.4414 -1.0022 -0.235
C 3.3270 -2.1418 -1.6273 -0.035
C 2.8649 -2.7815 -2.8103 -0.191
C 1.5424 -2.6342 -3.2287 -0.271
C 0.6588 -1.8147 -2.5788 0.037
N 1.0890 -0.9859 -1.5410 -0.446
C 2.4623 -1.1406 -1.0037 0.056
C 0.9562 1.5144 4.2032 -0.229
H -2.2363 1.7742 5.2998 0.206
H -2.6602 0.5664 3.1725 0.216
H 2.8211 0.5644 2.5693 0.166
H 4.1222 -0.8895 2.0047 0.206
H 5.7488 -2.1965 0.7596 0.193
H 5.1972 -3.1301 -1.4849 0.193
H 3.5274 -3.4630 -3.3295 0.193
H 1.1860 -3.2005 -4.0798 0.209
H -0.3677 -1.6903 -2.8850 0.234
H 1.9637 1.7989 4.4868 0.209
O 1.9122 3.3890 1.5075 -1.072
As 0.5316 3.7174 0.3298 2.440
O -0.0528 5.1193 0.9147 -1.147
O -0.3674 2.3119 0.5146 -1.082
C 1.7630 3.8414 -1.1817 -0.427
C 3.1014 4.1482 -0.9688 -0.184
C 3.9326 4.3672 -2.0569 -0.216
C 3.4402 4.2914 -3.3527 -0.213
C 2.1176 3.9437 -3.5727 -0.202
C 1.2964 3.7153 -2.4850 -0.228
S -0.3669 3.1171 -2.6585 2.426
O -1.1206 3.9038 -1.7042 -0.961
O -0.7675 3.2740 -4.0364 -0.979
O -0.2840 1.6716 -2.2951 -0.935
H 1.4521 3.3189 2.3539 0.479
H 3.4708 4.2255 0.0439 0.245
H 4.9786 4.5980 -1.8920 0.197
H 4.1005 4.4686 -4.1931 0.196
H 1.7107 3.8332 -4.5689 0.234
S 2.6819 0.6477 -3.2277 -0.164
C 2.0350 0.1281 -1.7792 -0.154
F -1.9956 -0.1666 -2.1175 -0.380
C -1.6276 -0.1536 -0.7836 0.827
F -1.6854 -1.4877 -0.4529 -0.373
F -2.6621 0.4462 -0.1631 -0.342



Entry 4:
60
Properties=species:S:1:pos:R:3:nbo_charge:R:1 method="wB97M-V/def2-TZVPD" e_above_lowest_ev=0.083 gap_ev=6.49 total_charge=-2 homo_energy_ev=-2.248
Cd -0.0228 -0.8261 0.6719 1.735
Cl 5.6676 -4.5455 -2.6910 -0.081
C 4.1456 -4.0130 -1.9948 -0.134
C 3.3511 -4.9319 -1.2929 -0.222
C 2.1515 -4.5406 -0.7696 -0.244
C 1.6481 -3.1976 -0.8951 0.447
O 0.5083 -2.8960 -0.4541 -0.770
C 2.5179 -2.2758 -1.5848 -0.264
C 2.1727 -0.9048 -1.8353 0.199
N 1.2097 -0.2259 -1.3249 -0.539
C 1.0386 1.0839 -1.7946 0.163
C 2.0704 1.9858 -1.8733 -0.249
C 1.8557 3.2944 -2.3561 -0.199
C 0.6147 3.7028 -2.7430 -0.208
C -0.4815 2.8111 -2.6486 -0.104
C -1.8007 3.1842 -2.9867 -0.147
C -2.8105 2.2787 -2.8436 -0.268
C -2.4933 0.9863 -2.3722 0.056
N -1.2884 0.5989 -2.0649 -0.395
C -0.2788 1.4950 -2.1765 0.230
C 3.7322 -2.7180 -2.1395 -0.157
H 3.6991 -5.9504 -1.1692 0.205
H 1.5324 -5.2366 -0.2184 0.206
H 2.8046 -0.4147 -2.5885 0.143
H 3.0493 1.6926 -1.5171 0.219
H 2.6917 3.9829 -2.3939 0.200
H 0.4402 4.7138 -3.0934 0.195
H -1.9926 4.1932 -3.3346 0.199
H -3.8388 2.5340 -3.0646 0.204
H -3.2916 0.2596 -2.2456 0.174
H 4.3503 -2.0127 -2.6841 0.202
N -2.1888 -1.8973 0.2475 -0.893
C -2.8559 -2.1291 1.5319 -0.300
C -1.8801 -2.3628 2.7037 0.614
O -2.3439 -2.9570 3.7025 -0.771
N -0.6799 -1.8805 2.5100 -0.803
C 0.3340 -2.0276 3.5225 -0.346
C 1.7295 -1.5254 3.0790 0.776
O 2.6394 -1.6823 3.9058 -0.754
O 1.8614 -1.0135 1.9207 -0.875
H -2.8217 -1.5724 -0.4706 0.360
H -1.7068 -2.7275 -0.0822 0.396
H -3.5387 -2.9852 1.5127 0.170
H -3.4410 -1.2398 1.7807 0.197
H 0.4516 -3.0731 3.8304 0.195
H 0.0792 -1.4795 4.4387 0.191
F -3.2941 3.3085 2.1776 -0.340
C -2.6161 2.6602 1.1995 0.950
F -3.3451 1.5896 0.8657 -0.319
F -2.6256 3.4799 0.1252 -0.339
C -1.1447 2.2466 1.5764 0.049
O -0.7031 1.3626 0.6967 -0.911
C -1.1576 1.7137 3.0493 0.958
F -2.1823 0.8682 3.2385 -0.321
F -1.3010 2.7072 3.9660 -0.346
F -0.0334 1.0737 3.3340 -0.294
C -0.2625 3.5443 1.5412 0.950
F 0.0392 3.8865 0.2852 -0.321
F -0.8659 4.6282 2.1011 -0.347
F 0.9010 3.3760 2.1893 -0.320



For the records above, the corresponding calculated total energy values read -2290.27118; -2857.48160; -5446.51122; -3046.35745 Ha.
For the records above, the corresponding largest force on an atom values read 1.3; 1.5; 2.0; 0.3 eV Å⁻¹.